# C21H57B5N2O18

C21H57B5N2O18 as an isolated structure at a distorted geometry (the ωB97M-V functional and the def2-TZVPD basis, the OMol25 dataset).

Geometry as XYZ:
```
103
C21H57B5N2O18 (the ωB97M-V functional and the def2-TZVPD basis)
C -2.44113 -2.96555 -0.93190
O -1.78396 -1.85396 -0.30043
B -1.98184 -0.63964 -0.94110
O -0.93647 0.30600 -0.81179
B -3.34353 -0.16852 -1.80556
O -3.24379 1.01439 -2.60307
B -4.38685 1.79453 -2.50068
O -4.31888 3.19138 -2.25247
N -5.49534 3.66956 -1.66587
O -5.58401 3.36275 -0.53495
O -5.67603 1.24730 -2.65902
B -5.70027 0.04962 -1.89049
B -7.07318 -0.36341 -0.98592
N -7.07609 -0.07118 0.47170
O -8.15137 -0.97448 -1.66125
O -4.58714 -0.82901 -1.83528
H -2.25041 -3.04950 -2.00319
H -3.50763 -2.90161 -0.69106
H -2.06801 -3.86578 -0.43695
H -1.36400 1.07368 -0.43894
H -6.68772 0.86235 0.59070
H -6.37238 -0.68049 0.88182
H -7.77485 -1.72746 -2.10579
C 2.92353 0.96847 1.78006
O 1.77452 0.29260 2.26338
C 1.30675 -0.71056 1.36758
C 1.76695 -2.09439 1.78879
O 3.18176 -2.22621 1.71442
C 3.81485 -2.07165 2.97282
H 3.38346 1.49532 2.61584
H 3.65772 0.27955 1.35755
H 2.63194 1.70034 1.01920
H 1.62024 -0.49100 0.34437
H 0.21610 -0.68232 1.39494
H 1.34075 -2.82791 1.09870
H 1.40984 -2.33168 2.79536
H 3.70555 -2.98846 3.56220
H 3.40749 -1.22883 3.53468
H 4.87479 -1.89317 2.79513
C 6.58752 6.79171 3.00498
O 5.53343 6.41518 3.87858
C 4.41030 5.88733 3.18706
C 4.39256 4.36941 3.21844
O 5.49478 3.81793 2.51238
C 6.55435 3.42150 3.36825
H 7.49239 6.90513 3.60083
H 6.76812 6.03876 2.23497
H 6.35491 7.75053 2.53039
H 4.38414 6.25397 2.15710
H 3.51620 6.25743 3.69876
H 3.48559 4.02000 2.71647
H 4.36985 4.00196 4.24851
H 6.31214 2.46608 3.84576
H 6.76082 4.16880 4.13663
H 7.44715 3.29223 2.75800
C 5.13239 11.77922 4.01884
O 4.90477 10.40003 3.78200
C 4.42191 9.71390 4.93092
C 2.91626 9.52779 4.87985
O 2.22780 10.77030 4.93226
C 1.81048 11.22200 3.65458
H 5.21386 12.27692 3.05311
H 4.31542 12.23769 4.58002
H 6.07075 11.91550 4.56648
H 4.71740 10.23614 5.84546
H 4.89621 8.72789 4.93749
H 2.60597 8.95362 5.75765
H 2.62646 8.96339 3.98839
H 0.91470 10.67673 3.33893
H 2.59244 11.10093 2.90248
H 1.56599 12.28025 3.73679
C -2.26032 -6.35784 -1.89342
O -1.47814 -6.52029 -0.72163
C -2.11037 -7.34031 0.25205
C -1.57904 -8.76183 0.21529
O -1.89361 -9.40663 -1.01098
C -0.81094 -9.40467 -1.92783
H -1.61259 -5.97978 -2.68357
H -2.70231 -7.29842 -2.22700
H -3.05606 -5.62814 -1.71014
H -3.19604 -7.33018 0.11953
H -1.88661 -6.90719 1.23141
H -2.06061 -9.33577 1.01199
H -0.50037 -8.77656 0.39454
H -0.08235 -10.17252 -1.64830
H -0.31456 -8.43333 -1.97308
H -1.20751 -9.64053 -2.91480
C -4.84579 -7.89198 -7.87575
O -3.89149 -6.93199 -8.30009
C -4.12259 -5.64347 -7.75007
C -3.22266 -5.37256 -6.55754
O -3.51008 -6.24532 -5.47310
C -2.61046 -7.33943 -5.39483
H -4.44573 -8.88135 -8.09349
H -5.04545 -7.82424 -6.80422
H -5.78133 -7.76006 -8.42880
H -5.17451 -5.52363 -7.47578
H -3.89397 -4.91481 -8.53319
H -3.40632 -4.35314 -6.20556
H -2.16954 -5.44539 -6.84322
H -1.66459 -7.00946 -4.95206
H -2.41726 -7.78406 -6.37268
H -3.05520 -8.09648 -4.74955
```

spin multiplicity: 1
total energy: -65919.601 eV
highest occupied orbital energy: -8.94 eV
frontier orbital gap: 8.2 eV

---

# C21H57F6NO14S2V

C21H57F6NO14S2V as an isolated structure at a distorted geometry (the ωB97M-V functional and the def2-TZVPD basis, the OMol25 dataset).

Geometry as XYZ:
```
102
C21H57F6NO14S2V (the ωB97M-V functional and the def2-TZVPD basis)
V -2.29404 -2.99786 -0.41475
C -0.23396 -0.73546 0.06757
O -1.57977 -1.14720 0.26963
H 0.26265 -0.57111 1.02903
H 0.36410 -1.50290 -0.43953
H -0.18908 0.20548 -0.48737
C 2.92750 4.40849 4.94695
F 3.94127 4.95785 5.60344
F 1.94623 5.26456 4.78964
F 3.37783 4.01217 3.77977
S 2.35424 2.95170 6.00812
O 3.53223 2.31655 6.55845
O 1.48678 3.50456 7.02288
N 1.41964 2.04379 4.90236
S 2.37227 0.82578 4.56632
O 3.56160 1.13753 3.76795
O 2.49863 -0.14759 5.61767
C 1.31594 -0.13294 3.31607
F 1.32825 0.42650 2.10642
F 1.78054 -1.37772 3.23625
F 0.03896 -0.21340 3.70262
C -3.38712 -1.37441 4.87737
C -2.94818 -1.77100 3.47413
O -3.20074 -0.64785 2.62231
H -2.87423 -0.44952 5.13789
H -3.16863 -2.13719 5.62386
H -4.45605 -1.15918 4.85545
H -3.51480 -2.66225 3.16430
H -1.86438 -1.91702 3.43032
H -2.49987 -0.71561 1.95669
C 1.19561 3.48092 0.83414
C 0.27753 3.99109 1.93100
O -0.43533 2.89804 2.54476
H 1.90169 2.75370 1.22588
H 1.74452 4.31898 0.39188
H 0.57955 3.02574 0.05165
H -0.43627 4.72310 1.52263
H 0.80235 4.56374 2.69825
H -0.88341 2.56167 1.75400
C -0.31298 -6.08279 -1.46452
C 0.35091 -4.75122 -1.09814
O -0.39488 -4.11110 -0.03163
H 0.38259 -6.58760 -2.14210
H -1.21426 -6.00535 -2.07599
H -0.45219 -6.72311 -0.59596
H 0.31085 -4.06370 -1.94441
H 1.39748 -4.88709 -0.85575
H -0.03529 -4.41928 0.80968
C 3.86196 -2.52089 -0.17051
C 2.69160 -2.95325 -1.04713
O 3.15161 -3.95723 -1.97113
H 3.54402 -1.82830 0.60938
H 4.61789 -2.04897 -0.79670
H 4.35989 -3.38837 0.26502
H 2.21946 -2.14067 -1.59965
H 1.91633 -3.41079 -0.41521
H 3.31256 -4.73025 -1.42076
C 0.37142 3.43743 -3.20471
C -0.12318 2.07998 -3.63247
O -1.53371 2.16919 -3.82425
H 0.15718 4.25895 -3.88831
H 1.46109 3.39787 -3.10476
H 0.02011 3.75271 -2.22030
H 0.06911 1.36717 -2.82075
H 0.39371 1.77619 -4.55024
H -1.86065 1.27345 -3.95646
C 3.28019 2.21916 -1.50153
C 3.17831 0.84496 -2.12505
O 4.46143 0.23450 -2.10951
H 3.88308 2.85134 -2.15646
H 3.63886 2.30486 -0.47930
H 2.27433 2.64708 -1.50994
H 2.82867 0.96199 -3.15726
H 2.44700 0.24043 -1.57215
H 4.48092 -0.49892 -2.73116
C -5.92658 -1.47429 -2.07087
C -4.67394 -0.99519 -1.34221
O -4.27762 -1.98531 -0.36402
H -6.29422 -0.72224 -2.76696
H -6.72246 -1.70879 -1.36250
H -5.71930 -2.39658 -2.61683
H -4.89413 -0.06899 -0.81920
H -3.85783 -0.89858 -2.05294
H -4.87806 -2.08339 0.38381
C 1.20767 -1.26900 -3.69901
C 0.65838 -2.01025 -4.91070
O 0.16750 -3.30196 -4.50712
H 1.53458 -0.28268 -4.03405
H 2.06837 -1.83685 -3.34291
H 0.51735 -1.10228 -2.87018
H 1.40766 -2.16112 -5.68105
H -0.19998 -1.48237 -5.33717
H -0.58424 -3.16991 -3.93138
C -2.85113 3.84721 -0.37602
C -3.09564 2.35222 -0.31863
O -2.20676 1.72583 0.58755
H -3.47772 4.36008 -1.10815
H -1.82045 4.10220 -0.61982
H -3.10639 4.30812 0.58050
H -2.98421 1.94163 -1.33329
H -4.10734 2.08607 0.01897
H -2.06302 0.80632 0.33833
```

spin multiplicity: 4
<S²>: 3.769
total energy: -116511.588 eV
highest occupied orbital energy (alpha / beta): -7.84 / -7.84 eV
frontier orbital gap (alpha / beta): 4.7 / 4.4 eV

---

> The highest spin multiplicity belongs to which entry?

C21H57F6NO14S2V